Below is 8 unconnected molecules or ions with the total composition C26H49N3O15, with properties calculated with ωB97M-V/def2-TZVPD.

```
93
Properties=species:S:1:pos:R:3:forces:R:3:mulliken_charge:R:1
C -1.27489 -1.34722 -3.01885 -0.132 0.693 -0.005 -1.84
C -1.64059 -0.28619 -2.07994 -0.430 2.095 0.408 1.98
O -2.67540 0.60725 -2.77749 1.445 -0.245 1.421 -0.48
C -2.59700 1.87883 -2.35384 0.192 -0.823 -1.727 0.71
O -1.95878 2.29613 -1.44006 0.405 0.324 1.469 -0.42
O -3.22824 2.65258 -3.23396 -1.140 -0.006 0.188 -0.36
C -3.44856 3.99794 -2.81748 0.664 1.195 0.555 -0.58
H -0.74192 -2.03493 -2.43197 1.405 -1.078 0.378 0.43
H -0.78439 -0.94572 -3.87534 0.781 -0.005 -0.452 0.37
H -2.10452 -1.87347 -3.36023 -1.735 -0.884 -0.606 0.49
H -0.73797 0.32484 -1.80795 -0.977 -0.270 -0.397 -0.30
H -2.05710 -0.64452 -1.13488 -0.246 0.092 -0.273 -0.75
H -3.80057 4.14046 -1.75802 -0.131 -0.691 -1.088 0.27
H -4.12883 4.45404 -3.56392 0.425 -0.347 0.608 0.24
H -2.47384 4.52375 -2.79229 -0.451 -0.110 -0.355 0.22
C 6.43407 0.15135 -2.35900 0.728 -0.140 0.698 -1.41
C 5.01465 0.32870 -1.92541 0.906 -0.416 -1.412 0.17
O 4.54707 1.54332 -2.43279 -1.567 1.837 -0.113 -0.37
C 3.18799 1.61451 -2.47481 2.147 1.930 -1.344 0.60
O 2.41644 0.77224 -2.18364 -1.044 -1.766 1.048 -0.37
O 2.85026 2.77619 -3.05267 -0.306 -0.643 -0.172 -0.35
C 1.46641 2.72890 -3.48031 0.226 -0.184 0.201 -0.23
H 6.48054 0.27574 -3.41536 -0.024 -0.045 -1.005 0.33
H 6.78460 -0.87548 -2.13138 -0.075 0.699 0.093 0.36
H 7.08841 0.92617 -1.96199 0.176 -0.221 0.344 0.37
H 4.85622 0.31028 -0.88985 -0.227 -0.431 1.528 0.34
H 4.48231 -0.38616 -2.48720 -0.951 -1.555 0.237 0.12
H 0.82347 2.81099 -2.60944 -0.206 -0.003 0.006 -0.06
H 1.23703 1.79571 -4.02379 0.191 0.398 0.272 0.13
H 1.35244 3.57343 -4.12735 -0.140 0.477 -0.290 0.32
C 0.72637 -2.58329 6.94217 1.146 -0.377 0.496 -1.33
C -0.24269 -2.41886 5.81489 0.268 0.511 0.820 -0.05
O -1.54624 -2.79695 6.36516 0.943 0.674 -0.730 -0.35
C -2.46271 -2.73869 5.41499 -0.195 -0.612 -1.542 0.75
O -2.26532 -2.42118 4.25080 -0.447 -0.051 1.523 -0.44
O -3.63841 -3.19972 5.82035 -0.973 0.465 -0.644 -0.34
C -3.83027 -3.72623 7.12994 -1.835 1.156 -0.251 -0.69
H 0.80804 -3.63012 7.30956 -0.664 0.555 -0.175 0.31
H 0.43616 -1.92410 7.75256 0.239 0.008 0.329 0.33
H 1.77913 -2.40066 6.65275 -0.665 0.488 -0.148 0.38
H 0.03688 -3.08555 5.04828 -0.109 -0.866 -1.120 0.28
H -0.30397 -1.41666 5.35275 0.068 -0.410 0.589 0.25
H -4.38765 -4.64936 7.00176 -0.547 0.254 0.136 0.27
H -4.32093 -2.95447 7.80914 0.554 -1.163 -0.910 0.23
H -2.90166 -4.00295 7.45235 2.243 -0.586 1.551 0.37
C -2.45689 0.53951 2.34904 -0.403 -0.794 -2.528 -1.05
C -3.30290 -0.67180 1.82152 0.573 1.280 0.617 -0.57
O -2.48353 -1.59727 1.10746 0.147 -0.493 -1.311 0.05
C -3.00514 -2.73138 0.59672 -0.386 -1.019 0.473 0.72
O -2.36393 -3.56247 0.00075 0.087 0.832 0.071 -0.62
O -4.30684 -2.88794 0.90952 -0.581 0.916 0.421 -0.37
C -5.09510 -4.02791 0.51109 0.422 0.749 -1.464 -0.75
H -1.42185 0.33672 2.50420 0.808 -0.636 -0.013 0.05
H -2.79887 0.88172 3.27621 -0.926 0.589 1.282 0.48
H -2.50661 1.33798 1.57469 0.029 -0.328 0.673 0.18
H -4.10488 -0.22961 1.25112 -0.130 -0.208 -0.877 0.42
H -3.78130 -1.25088 2.55693 -0.368 -0.346 1.452 0.63
H -4.44900 -4.68204 -0.06517 -0.196 -0.122 -0.282 0.33
H -6.00386 -3.69287 -0.05529 1.117 -0.054 0.271 0.23
H -5.45682 -4.55142 1.35550 -0.072 -0.326 1.200 0.27
C 0.28437 3.22225 2.08632 -0.781 -1.612 0.919 -1.51
C 0.60104 3.09836 0.57750 0.573 -0.286 2.089 0.49
O 0.03819 4.26160 -0.02895 -0.643 -0.817 -0.041 -0.18
C 0.89235 5.17861 -0.38394 -0.068 1.235 -0.624 0.81
O 2.06917 5.06984 -0.53075 1.273 -0.275 0.137 -0.55
O 0.22956 6.32097 -0.61373 -0.890 -0.285 0.838 -0.36
C 1.03126 7.45926 -0.78144 0.315 0.462 -2.129 -0.73
H 0.45894 2.28284 2.67192 0.085 0.286 -0.892 0.27
H -0.78737 3.36126 2.19036 -0.252 0.226 -0.002 0.36
H 0.76120 3.94781 2.74959 0.347 0.491 -0.922 0.36
H 0.13187 2.18032 0.16989 0.265 0.795 -0.008 -0.14
H 1.69753 3.09766 0.51457 -0.403 -0.121 -0.736 0.34
H 1.67907 7.71538 0.02876 0.744 -0.585 0.545 0.30
H 0.39238 8.31769 -0.86365 -0.769 0.171 -0.161 0.27
H 1.54480 7.35273 -1.76534 0.181 0.280 0.934 0.28
C 2.09482 -5.02038 -3.33406 -0.794 0.278 0.362 -0.74
C 2.95119 -3.81851 -3.33538 2.262 0.702 -0.141 0.40
N 3.76118 -2.97897 -3.25395 -1.967 -1.511 -0.286 -0.43
H 1.51812 -5.15970 -4.29483 0.464 0.436 1.253 0.26
H 1.46217 -4.83404 -2.42901 -0.130 -0.494 -1.037 0.18
H 2.64291 -5.95641 -3.12739 0.143 0.678 -0.194 0.32
C 3.10529 -0.46791 -5.67432 -0.017 -0.272 -0.108 -0.51
C 1.70001 -0.89716 -5.72220 -2.206 -0.152 -0.410 0.42
N 0.58920 -1.20993 -5.91721 2.524 0.590 0.590 -0.52
H 3.70576 -1.38964 -5.62488 0.064 0.558 0.009 0.28
H 3.38113 0.22502 -4.86915 -0.436 -0.491 0.095 -0.02
H 3.28760 0.08763 -6.59386 0.171 -0.244 -0.156 0.35
C 1.36002 -1.17532 1.24746 -0.860 0.209 1.693 0.09
C 1.80106 -1.17596 2.66869 0.181 0.726 -0.977 0.30
N 2.25523 -1.02980 3.71376 -0.263 -0.312 0.101 -0.49
H 1.94714 -0.52992 0.65348 1.311 0.312 -0.620 0.05
H 0.38700 -0.70532 1.15665 -0.504 -0.311 0.317 -0.30
H 1.30734 -2.18148 0.90449 0.022 -0.634 -0.561 0.38
```
Forces are in eV/Å.

Properties
Molar mass   643.684 Da
Total charge   0
SMILES string   CCOC(=O)OC.CCOC(=O)OC.CCOC(=O)OC.CCOC(=O)OC.CCOC(=O)OC.CC#N.CC#N.CC#N
LUMO   0.58 eV
E_HOMO   -10.535 eV
Kohn-Sham gap   11.119 eV
E   -2312.90011 a.u.